[1]
The following is a quantum chemistry calculation of one molecule with the formula C12H18N2 at a distorted geometry, from the Open Molecules 2025 dataset.

The geometry in ORCA input format:
```
! RIJCOSX wB97M-V def2-TZVPD def2/J DEFGRID3
* xyz 0 1
C 1.389 2.712 -0.266
C 0.367 1.460 -0.306
C -0.981 1.689 0.146
C -1.863 0.645 0.247
C -1.462 -0.530 -0.194
C -0.151 -0.946 -0.618
C 0.765 0.143 -0.673
C 2.125 -0.281 -1.044
C 2.843 -0.990 0.069
C 3.205 0.183 1.203
N 2.237 -2.246 0.330
C -2.576 -1.569 -0.230
C -3.928 -0.622 0.121
N -3.229 0.548 0.778
H 2.093 2.821 0.648
H 1.777 2.756 -1.200
H 0.533 3.588 -0.565
H -1.216 2.629 0.568
H 0.090 -2.097 -0.767
H 2.554 0.783 -1.161
H 1.901 -0.694 -2.048
H 4.065 -1.079 -0.098
H 3.856 -0.199 1.881
H 3.788 1.001 0.675
H 2.364 0.840 1.749
H 2.958 -3.060 0.700
H 1.540 -2.236 1.153
H -2.355 -2.415 0.457
H -2.722 -2.084 -1.132
H -4.642 -1.130 0.745
H -4.287 -0.247 -0.813
H -3.748 1.349 0.718
*
```

Values from the calculation:
HOMO level	-7.8	eV
SMILES	Cc1cc2c(cc1C[C@@H](C)N)CCN2
ΔE to the lowest compared entry with this formula, charge and spin	94.9	kcal/mol



[2]
The following is a quantum chemistry calculation of one molecule with the formula C12H18N2O2 at a distorted geometry, from the Open Molecules 2025 dataset.

The geometry in ORCA input format:
```
! RIJCOSX wB97M-V def2-TZVPD def2/J DEFGRID3
* xyz 0 1
C -4.203 -1.163 0.701
O -2.773 -1.046 0.396
C -2.162 0.158 0.054
C -2.800 1.319 -0.135
C -1.956 2.450 -0.260
C -0.600 2.349 -0.301
C 0.089 1.080 -0.273
N 1.462 1.096 -0.413
C 2.222 1.296 0.886
C 2.456 0.024 1.731
N 2.537 -1.150 0.836
C 3.074 -0.899 -0.543
C 2.158 0.139 -1.316
C -0.790 0.012 -0.041
O -0.203 -1.222 0.046
C -0.402 -2.179 -1.023
H -4.570 -0.525 1.543
H -4.356 -2.233 0.961
H -4.753 -0.913 -0.235
H -3.858 1.400 -0.199
H -2.441 3.431 -0.279
H -0.083 3.311 -0.488
H 1.726 2.028 1.551
H 3.261 1.585 0.573
H 3.400 0.150 2.305
H 1.650 0.008 2.475
H 1.620 -1.582 0.874
H 3.340 -1.761 -1.055
H 4.017 -0.317 -0.509
H 2.749 0.816 -1.967
H 1.345 -0.188 -2.001
H -1.171 -2.941 -0.810
H -0.615 -1.896 -2.024
H 0.627 -2.638 -1.058
*
```

Values from the calculation:
HOMO level	-7.7	eV
SMILES	COc1cccc(N2CCNCC2)c1OC
ΔE to the lowest compared entry with this formula, charge and spin	91.1	kcal/mol



Among the records above, which one has the highest HOMO level? C12H18N2O2